Computed, not measured: an isolated molecule of C18H22N4O4, with ωB97M-V with the def2-TZVPD basis set.

Calculated values
HOMO level	-8.0	eV
spin multiplicity	1
LUMO	0.69	eV
total energy	-1219.15251	Ha
structure (SMILES)	COCCOc1nc2c(c(=O)n(C)c(=O)n2C)n1CCc1ccccc1

Element x y z (Å)
1 C 2.04 0.99 -3.62
2 O 2.89 0.20 -2.81
3 C 3.64 0.92 -1.87
4 C 2.83 1.46 -0.68
5 O 2.24 0.40 0.05
6 C 0.99 0.09 -0.25
7 N 0.18 0.78 -1.03
8 C -0.98 0.08 -1.00
9 C -0.87 -1.03 -0.19
10 C -1.95 -1.93 0.03
11 O -1.95 -2.93 0.73
12 N -3.10 -1.53 -0.68
13 C -4.29 -2.35 -0.55
14 C -3.24 -0.43 -1.50
15 O -4.29 -0.19 -2.06
16 N -2.13 0.39 -1.65
17 C -2.21 1.56 -2.51
18 N 0.43 -1.02 0.27
19 C 1.00 -1.88 1.27
20 C 0.61 -1.41 2.68
21 C 1.01 0.03 2.85
22 C 2.30 0.36 3.24
23 C 2.69 1.69 3.30
24 C 1.80 2.69 2.98
25 C 0.51 2.37 2.60
26 C 0.11 1.04 2.54
27 H 1.19 1.37 -3.05
28 H 1.68 0.33 -4.40
29 H 2.59 1.82 -4.07
30 H 4.38 0.21 -1.49
31 H 4.16 1.77 -2.34
32 H 3.50 1.98 0.01
33 H 2.05 2.15 -1.02
34 H -4.04 -3.18 0.12
35 H -5.11 -1.76 -0.15
36 H -4.58 -2.73 -1.53
37 H -1.83 2.42 -1.97
38 H -1.61 1.40 -3.40
39 H -3.25 1.70 -2.78
40 H 0.62 -2.89 1.10
41 H 2.09 -1.86 1.14
42 H -0.47 -1.53 2.80
43 H 1.12 -2.05 3.41
44 H 3.00 -0.42 3.48
45 H 3.70 1.94 3.60
46 H 2.11 3.73 3.02
47 H -0.20 3.15 2.35
48 H -0.90 0.80 2.25

---

Computed, not measured: an isolated molecule of C18H22N4OS, with ωB97M-V with the def2-TZVPD basis set.

Calculated values
HOMO level	-8.3	eV
spin multiplicity	1
LUMO	0.35	eV
total energy	-1391.55973	Ha
structure (SMILES)	CCc1nnc(SCC(=O)N2CCCc3ccccc32)nc1CC

Element x y z (Å)
1 C -3.92 -1.14 1.59
2 C -2.90 -0.14 1.05
3 C -1.53 -0.74 1.03
4 N -0.82 -0.61 2.13
5 N 0.39 -1.09 2.21
6 C 0.89 -1.68 1.14
7 S 2.57 -2.19 1.23
8 C 3.12 -1.78 -0.48
9 C 2.29 -0.69 -1.14
10 O 1.79 -0.93 -2.22
11 N 2.15 0.49 -0.47
12 C 3.15 0.86 0.53
13 C 2.87 2.22 1.16
14 C 1.43 2.21 1.67
15 C 0.55 2.06 0.46
16 C -0.66 2.73 0.38
17 C -1.45 2.65 -0.75
18 C -0.99 1.93 -1.84
19 C 0.22 1.25 -1.78
20 C 0.99 1.28 -0.62
21 N 0.23 -1.92 0.01
22 C -1.00 -1.46 -0.07
23 C -1.77 -1.73 -1.32
24 C -1.01 -2.64 -2.29
25 H -3.96 -2.03 0.97
26 H -4.91 -0.68 1.61
27 H -3.65 -1.43 2.60
28 H -3.18 0.19 0.04
29 H -2.87 0.73 1.70
30 H 3.03 -2.67 -1.10
31 H 4.17 -1.51 -0.38
32 H 3.18 0.12 1.34
33 H 4.13 0.87 0.04
34 H 2.99 3.01 0.42
35 H 3.58 2.39 1.96
36 H 1.29 1.38 2.36
37 H 1.19 3.13 2.19
38 H -0.99 3.31 1.23
39 H -2.39 3.17 -0.80
40 H -1.57 1.88 -2.75
41 H 0.56 0.70 -2.63
42 H -1.97 -0.77 -1.79
43 H -2.73 -2.18 -1.06
44 H -0.83 -3.61 -1.83
45 H -0.06 -2.19 -2.54
46 H -1.59 -2.78 -3.20

---

Computed, not measured: C18H22N4P2PtS as an isolated structure, with ωB97M-V with the def2-TZVPD basis set.

Calculated values
HOMO level (alpha / beta)	-14.4 / -14.5	eV
spin multiplicity	1
total charge	+2
LUMO (alpha / beta)	-7.96 / -7.97	eV
total energy	-2117.91430	Ha

Element x y z (Å)
1 Pt -0.18 0.12 0.28
2 C -1.02 -0.23 3.86
3 P 0.19 0.33 2.64
4 C 1.77 -0.41 3.15
5 C 0.40 2.13 2.93
6 C 1.15 2.79 1.79
7 P 0.37 2.39 0.18
8 C 1.54 3.00 -1.07
9 C -1.04 3.54 0.07
10 H -0.68 0.05 4.86
11 H -1.13 -1.31 3.82
12 H -1.99 0.23 3.67
13 H 1.96 -0.13 4.19
14 H 2.58 -0.04 2.52
15 H 1.73 -1.49 3.07
16 H 0.92 2.27 3.88
17 H -0.60 2.56 3.04
18 H 2.19 2.44 1.75
19 H 1.18 3.87 1.92
20 H 1.85 4.01 -0.81
21 H 1.06 3.02 -2.05
22 H 2.41 2.35 -1.13
23 H -0.66 4.56 0.18
24 H -1.76 3.33 0.86
25 H -1.53 3.44 -0.89
26 S 0.05 -7.48 -0.09
27 N 1.25 -6.42 -0.15
28 C 0.70 -5.22 -0.13
29 C 1.41 -3.96 -0.18
30 C 2.80 -3.86 -0.27
31 C 3.38 -2.61 -0.34
32 C 2.55 -1.49 -0.30
33 N 1.24 -1.58 -0.19
34 C 0.65 -2.79 -0.13
35 C -0.80 -2.82 -0.04
36 N -1.46 -1.64 0.02
37 C -2.78 -1.63 0.06
38 C -3.54 -2.79 0.06
39 C -2.90 -4.01 0.03
40 C -1.50 -4.04 -0.03
41 C -0.72 -5.25 -0.07
42 N -1.20 -6.48 -0.04
43 H 3.39 -4.76 -0.30
44 H 4.45 -2.49 -0.44
45 H 2.97 -0.49 -0.37
46 H -3.26 -0.66 0.09
47 H -4.62 -2.73 0.09
48 H -3.44 -4.94 0.04